(1)
Computed, not measured: 13 unconnected molecules or ions with the total composition C16H59N24O15PSi in a non-equilibrium geometry, with ωB97M-V/def2-TZVPD.

Properties
* lowest unoccupied orbital energy: 0.0135 hartree
* relative energy (zero: lowest compared OMol25 entry of this formula, charge and spin): 46.1 kcal per mole
* HOMO energy: -7.4 eV

Positions of all 116 atoms, in Å:
C 2.865 -2.719 1.002
C 1.811 -2.514 2.240
O 1.981 -3.310 3.328
O 0.729 -1.521 2.322
C 0.319 -1.023 1.000
Si -1.522 -0.377 1.231
P -3.013 -1.900 0.660
C -2.515 -3.645 1.289
O -4.548 -1.480 1.449
H 3.564 -3.641 1.282
H 2.317 -3.040 -0.001
H 3.599 -1.806 0.856
H 0.960 -0.063 0.696
H 0.374 -1.806 0.133
H -1.643 0.770 0.327
H -1.787 0.028 2.606
H -1.598 -4.119 0.736
H -3.444 -4.351 1.065
H -2.332 -3.670 2.464
H -4.973 -2.399 1.581
C 0.788 2.353 -1.068
O -0.011 1.437 -1.188
N 1.255 3.052 -2.118
N 1.273 2.743 0.124
H 1.914 3.809 -2.039
H 0.915 2.791 -3.034
H 0.947 2.242 0.940
H 1.932 3.494 0.243
C -1.942 2.210 4.607
O -1.397 2.276 3.516
N -2.509 3.276 5.201
N -2.026 1.068 5.311
H -2.963 3.242 6.098
H -2.469 4.156 4.704
H -1.611 0.242 4.899
H -2.471 0.994 6.210
C 4.856 4.649 0.104
O 3.746 4.962 0.504
N 5.503 3.552 0.539
N 5.532 5.372 -0.806
H 6.417 3.278 0.221
H 5.029 2.980 1.225
H 5.081 6.206 -1.159
H 6.447 5.130 -1.148
C 0.659 6.136 -4.237
O 1.681 5.518 -4.492
N -0.030 6.818 -5.169
N 0.132 6.191 -3.000
H -0.873 7.333 -4.978
H 0.333 6.803 -6.113
H 0.620 5.691 -2.269
H -0.708 6.694 -2.771
C 0.396 -2.832 -2.982
O 0.088 -3.429 -1.962
N 1.245 -3.339 -3.893
N -0.086 -1.613 -3.284
H 1.511 -2.863 -4.738
H 1.631 -4.255 -3.704
H -0.728 -1.195 -2.624
H 0.157 -1.105 -4.118
C -3.541 0.199 -3.441
O -2.519 -0.419 -3.697
N -4.230 0.881 -4.374
N -4.068 0.254 -2.205
H -5.073 1.396 -4.183
H -3.867 0.866 -5.318
H -3.580 -0.246 -1.474
H -4.908 0.758 -1.975
C 5.386 -4.917 3.412
O 5.052 -5.004 2.241
N 6.665 -5.025 3.814
N 4.504 -4.704 4.405
H 6.959 -4.956 4.774
H 7.361 -5.186 3.098
H 3.530 -4.617 4.146
H 4.759 -4.630 5.376
C 3.619 -6.875 -3.722
O 3.366 -5.919 -4.438
N 4.641 -7.715 -3.965
N 2.900 -7.173 -2.625
H 4.866 -8.508 -3.386
H 5.209 -7.527 -4.781
H 2.121 -6.566 -2.406
H 3.093 -7.956 -2.023
C -5.912 -3.296 -4.998
O -6.711 -4.211 -5.118
N -5.444 -2.596 -6.047
N -5.427 -2.906 -3.805
H -4.786 -1.839 -5.968
H -5.784 -2.858 -6.963
H -5.753 -3.407 -2.989
H -4.768 -2.155 -3.686
C -5.000 -6.992 -3.298
O -5.446 -6.482 -2.282
N -4.226 -8.091 -3.281
N -5.243 -6.498 -4.526
H -3.849 -8.525 -4.107
H -4.018 -8.495 -2.376
H -5.822 -5.671 -4.583
H -4.885 -6.904 -5.374
C 1.262 5.029 4.907
O 1.435 5.870 5.775
N 0.130 4.310 4.807
N 2.188 4.746 3.974
H -0.032 3.613 4.099
H -0.594 4.492 5.491
H 3.056 5.265 4.014
H 2.064 4.057 3.251
C 0.220 9.234 6.789
O 0.765 9.299 5.699
N -0.347 10.299 7.384
N 0.137 8.091 7.494
H -0.801 10.265 8.281
H -0.306 11.179 6.887
H 0.551 7.265 7.082
H -0.308 8.017 8.393

Atomic partial charges in e from the Mulliken method, atoms 1 to 8:
1. C -0.343
2. C 0.486
3. O -0.621
4. O -0.223
5. C 0.258
6. Si 0.566
7. P 0.585
8. C -1.006


(2)
Computed, not measured: 12 unconnected molecules or ions with the total composition C16H60N4O12 in a non-equilibrium geometry, with ωB97M-V/def2-TZVPD.

Properties
* lowest unoccupied orbital energy: -0.0103 hartree
* relative energy (zero: lowest compared OMol25 entry of this formula, charge and spin): 0.0 kcal per mole
* HOMO energy: -9.1 eV

Positions of all 92 atoms, in Å:
C -1.936 2.943 -0.343
O -1.015 2.041 0.212
C -0.568 0.956 -0.578
C 0.585 0.264 0.158
C 1.861 1.038 0.069
N 0.731 -1.114 -0.380
H -2.916 2.495 -0.509
H -1.593 3.383 -1.286
H -1.996 3.787 0.343
H -1.388 0.247 -0.755
H -0.257 1.393 -1.531
H 0.158 0.174 1.164
H 1.737 2.036 -0.359
H 2.687 0.586 -0.479
H 2.231 1.251 1.077
H 1.418 -1.495 0.278
H -0.067 -1.689 -0.115
C -0.696 2.123 3.654
O -1.797 1.321 3.973
C -2.548 0.997 2.815
C -3.550 -0.102 3.124
C -2.944 -1.499 3.262
N -4.661 -0.197 2.161
H 0.037 2.153 4.462
H -0.958 3.143 3.352
H -0.112 1.695 2.827
H -2.969 1.928 2.410
H -1.925 0.670 1.973
H -4.070 0.119 4.061
H -3.610 -2.168 3.807
H -1.942 -1.417 3.685
H -2.858 -2.012 2.298
H -5.100 0.728 2.109
H -4.296 -0.199 1.202
C 2.625 -5.624 4.867
O 3.282 -4.598 4.165
C 2.637 -3.337 4.150
C 3.042 -2.605 2.881
C 2.487 -1.185 2.806
N 2.445 -3.335 1.718
H 2.242 -5.301 5.838
H 3.328 -6.454 4.957
H 1.826 -6.031 4.227
H 1.549 -3.437 4.225
H 3.073 -2.803 5.009
H 4.113 -2.478 2.731
H 3.146 -0.576 2.178
H 2.489 -0.662 3.765
H 1.528 -1.048 2.309
H 2.616 -4.330 1.820
H 1.445 -3.141 1.819
C 4.406 3.217 -5.520
O 3.206 3.558 -4.906
C 2.156 2.658 -5.172
C 0.858 3.251 -4.601
C 0.935 3.339 -3.074
N -0.343 2.564 -5.063
H 4.970 2.410 -5.026
H 5.041 4.104 -5.489
H 4.386 2.869 -6.562
H 1.906 2.631 -6.240
H 2.398 1.670 -4.773
H 0.769 4.284 -4.947
H 1.725 3.956 -2.632
H 1.215 2.356 -2.676
H 0.017 3.733 -2.638
H -1.135 3.051 -4.662
H -0.351 1.604 -4.708
O -6.370 2.381 0.160
H -6.080 3.086 0.750
H -5.724 2.378 -0.560
O -4.464 -0.088 -1.149
H -4.084 -0.785 -1.694
H -4.385 0.713 -1.684
O -1.818 -3.058 -0.607
H -2.011 -3.878 -1.078
H -2.095 -2.359 -1.212
O -0.072 -0.266 -3.870
H 0.101 0.314 -3.116
H 0.734 -0.796 -3.949
O -0.418 -3.249 1.774
H -0.868 -3.920 2.301
H -0.685 -3.424 0.853
O -4.631 2.579 -2.490
H -4.967 3.440 -2.767
H -4.549 2.075 -3.311
O 2.919 -1.283 -2.351
H 3.736 -1.748 -2.114
H 2.312 -1.452 -1.606
O 4.208 -3.300 -0.540
H 3.560 -3.073 0.174
H 3.946 -4.179 -0.830

Atomic partial charges in e from the Mulliken method, atoms 1 to 8:
1. C -0.675
2. O -0.096
3. C -0.598
4. C 2.836
5. C -1.948
6. N -0.597
7. H 0.367
8. H -0.075


(3)
Computed, not measured: 15 unconnected molecules or ions with the total composition C16H62N18O15 in a non-equilibrium geometry, with ωB97M-V/def2-TZVPD.

Properties
* lowest unoccupied orbital energy: -0.0261 hartree
* relative energy (zero: lowest compared OMol25 entry of this formula, charge and spin): 22.0 kcal per mole
* HOMO energy: -8.3 eV

Positions of all 111 atoms, in Å:
C -19.804 -5.735 0.976
C -18.859 -4.840 1.821
O -19.507 -4.257 2.917
H -20.293 -6.344 1.676
H -19.383 -6.435 0.161
H -20.567 -5.061 0.490
H -18.383 -4.009 1.267
H -18.078 -5.531 2.209
H -20.177 -3.709 2.569
C -23.290 -6.790 3.158
O -23.751 -7.973 2.619
N -23.014 -5.765 2.421
N -23.171 -6.530 4.428
H -22.833 -5.969 1.394
H -22.631 -4.872 2.802
H -23.378 -7.350 5.059
H -23.180 -5.606 4.796
C -19.548 -1.175 2.979
O -19.344 -1.472 1.641
N -18.643 -0.497 3.597
N -20.574 -1.395 3.727
H -17.821 -0.186 3.055
H -18.542 -0.533 4.609
H -21.416 -1.727 3.235
H -20.750 -0.822 4.578
C -17.335 -8.139 0.911
O -17.083 -7.948 -0.506
N -16.556 -7.597 1.780
N -18.367 -8.698 1.385
H -15.998 -6.850 1.488
H -16.663 -7.755 2.795
H -19.140 -8.907 0.692
H -18.761 -8.718 2.364
C -20.546 -9.092 -2.711
O -21.718 -8.290 -2.763
N -20.570 -10.261 -3.235
N -19.556 -8.679 -1.958
H -21.362 -10.617 -3.735
H -19.674 -10.863 -3.151
H -19.636 -7.679 -1.834
H -18.622 -9.182 -1.825
C -19.787 -6.250 5.442
O -18.607 -5.553 5.499
N -20.226 -6.870 6.519
N -20.513 -6.363 4.315
H -19.806 -6.448 7.448
H -21.039 -7.422 6.758
H -20.207 -5.735 3.532
H -21.542 -6.594 4.295
C -20.376 -3.426 6.971
O -20.014 -4.470 7.734
N -19.789 -3.213 5.805
N -21.337 -2.595 7.304
H -19.319 -4.041 5.497
H -20.069 -2.690 4.989
H -21.774 -2.727 8.196
H -21.510 -1.675 6.789
C -22.106 -2.756 0.437
O -21.955 -2.972 1.843
N -23.152 -3.104 -0.276
N -21.218 -2.121 -0.204
H -23.770 -3.744 0.187
H -23.577 -2.716 -1.149
H -20.491 -1.773 0.440
H -21.460 -1.657 -1.111
C -19.520 -9.748 4.584
O -19.646 -11.125 4.417
N -19.867 -8.904 3.686
N -18.928 -9.206 5.587
H -20.442 -9.207 2.870
H -19.970 -7.889 4.056
H -18.766 -9.927 6.189
H -19.234 -8.338 6.056
C -20.605 -4.887 -2.370
O -20.122 -5.963 -3.028
N -19.900 -3.926 -1.823
N -21.909 -4.612 -2.349
H -18.904 -4.055 -1.868
H -20.148 -3.203 -1.118
H -22.424 -5.234 -2.969
H -22.417 -3.967 -1.666
C -24.070 -7.044 -0.420
O -22.744 -6.484 -0.272
H -24.646 -6.298 -1.007
H -24.570 -7.094 0.543
H -24.175 -8.024 -1.001
H -22.200 -6.313 -1.085
C -16.750 -4.783 -0.837
O -17.614 -5.470 -1.645
H -16.663 -5.245 0.098
H -17.158 -3.802 -0.700
H -15.684 -4.609 -1.096
H -17.342 -6.408 -1.558
C -16.300 -3.675 4.892
O -16.361 -4.586 3.829
H -17.235 -3.110 4.952
H -15.575 -2.886 4.811
H -16.188 -4.157 5.914
H -17.097 -4.298 3.298
C -15.988 -2.328 1.866
O -16.296 -1.613 0.638
H -16.824 -2.314 2.583
H -15.194 -1.780 2.284
H -15.585 -3.256 1.561
H -16.878 -0.887 0.927
C -21.756 -9.322 0.548
O -20.656 -10.035 0.259
H -22.236 -9.204 -0.399
H -21.737 -8.321 0.987
H -22.450 -9.864 1.223
H -20.302 -9.556 -0.551

Atomic partial charges in e from the Mulliken method, atoms 1 to 8:
1. C 2.817
2. C -0.960
3. O 1.682
4. H -0.611
5. H -0.289
6. H -1.658
7. H 0.138
8. H 0.512


| no. | calculated total energy (Eh) |
| --- | --- |
| 1 | -3719.0364 |
| 2 | -1767.3991 |
| 3 | -2760.8960 |